A molecular structure, C33H33BrLuN9O2S in a non-equilibrium geometry. Source: the OMol25 dataset; level of theory: ωB97M-V/def2-TZVPD.

HOMO energy, eV: -12.864
Molar mass, g mol⁻¹: 874.63
Total charge: +2

Atoms and positions in Å:
Lu (-0.19323, -0.90731, -0.77779)
O (-4.32363, 0.91873, -1.34006)
C (-3.85127, 1.96975, -2.05835)
C (-4.78205, 2.77944, -2.69935)
C (-4.36123, 3.86600, -3.44579)
C (-3.00601, 4.16179, -3.57567)
C (-2.08127, 3.35647, -2.93501)
C (-2.48814, 2.26617, -2.16426)
C (-1.45842, 1.43431, -1.46284)
O (-1.76766, 0.06476, -1.40789)
N (-1.23927, 1.92899, -0.08238)
N (-0.80508, 0.92797, 0.73968)
C (-1.01999, 0.96440, 1.99242)
C (-0.70036, -0.15246, 2.86209)
Br (-0.40416, -1.81189, 1.93091)
C (-0.71200, -0.21378, 4.18910)
C (-0.87341, 0.91491, 5.10722)
C (-0.47477, 2.21614, 4.79393)
C (-0.68277, 3.24416, 5.69644)
C (-1.29107, 2.98512, 6.91888)
C (-1.67433, 1.69066, 7.24767)
C (-1.45723, 0.65906, 6.35108)
H (-3.57982, 0.32569, -1.14918)
H (-5.83352, 2.53448, -2.59814)
H (-5.09803, 4.48964, -3.93685)
H (-2.68068, 5.01082, -4.16217)
H (-1.01948, 3.57191, -3.02025)
H (-0.50195, 1.57991, -1.98686)
H (-1.94795, 2.55213, 0.28325)
H (-1.52818, 1.81289, 2.45008)
H (-0.61364, -1.19210, 4.64954)
H (0.04696, 2.41999, 3.86302)
H (-0.35667, 4.24819, 5.45546)
H (-1.45175, 3.79141, 7.62288)
H (-2.13153, 1.48401, 8.20663)
H (-1.74689, -0.35442, 6.60968)
N (2.79308, -3.78329, -1.79815)
C (2.23849, -4.38674, -2.97221)
C (3.04061, -4.62823, -4.07216)
C (2.48128, -5.17761, -5.21692)
C (1.12147, -5.44788, -5.27166)
C (0.31386, -5.16945, -4.17540)
C (0.88309, -4.66120, -3.01739)
S (-0.06440, -4.40500, -1.55554)
N (0.77294, -3.04289, -0.89912)
C (2.05894, -2.97835, -1.01510)
C (2.76377, -1.93525, -0.19729)
C (3.88265, -2.26624, 0.53494)
C (4.46214, -1.28224, 1.32846)
C (3.89613, -0.01997, 1.35288)
C (2.75543, 0.21316, 0.60546)
N (2.18645, -0.72495, -0.15575)
H (3.78577, -3.60841, -1.82502)
H (4.10056, -4.40078, -4.03545)
H (3.11441, -5.39008, -6.06893)
H (0.68815, -5.88043, -6.16426)
H (-0.75007, -5.38092, -4.20287)
H (4.28364, -3.27170, 0.50405)
H (5.33849, -1.50672, 1.92368)
H (4.31862, 0.77583, 1.95040)
H (2.27575, 1.18379, 0.61084)
C (-3.86840, 0.38018, -5.53852)
C (-2.69207, 0.09815, -6.48377)
C (-2.71598, -1.30287, -7.10375)
C (-1.35352, 0.48640, -5.87229)
N (-0.91376, -0.35003, -4.71941)
C (-1.46614, -1.40006, -4.09470)
N (-0.72042, -1.69976, -3.06497)
N (0.29389, -0.81286, -3.08419)
N (0.18675, 0.00784, -4.06821)
H (-4.79440, -0.01928, -5.95343)
H (-4.00334, 1.45345, -5.39115)
H (-3.73992, -0.05905, -4.54552)
H (-2.77304, 0.80260, -7.31395)
H (-2.79231, -2.10479, -6.36550)
H (-1.82700, -1.48775, -7.71239)
H (-3.58496, -1.39853, -7.75378)
H (-1.40685, 1.50294, -5.48530)
H (-0.55256, 0.44183, -6.60664)
H (-2.38154, -1.88872, -4.37576)

Results of the Mulliken charge analysis, in e, for atoms 1 through 2: number 1, Lu, carries 1.648; number 2, O, carries -0.743


C2H5N3S in the gas phase in a non-equilibrium geometry. Source: the OMol25 dataset; level of theory: ωB97M-V/def2-TZVPD.

HOMO energy, eV: -8.445
Molar mass, g mol⁻¹: 103.15

Atoms and positions in Å:
H (3.36858, 0.29381, -0.22080)
N (2.37510, 0.38202, -0.10008)
C (1.81017, -0.73705, 0.02583)
N (0.46201, -0.84529, 0.08579)
C (-0.49726, 0.17629, -0.01195)
N (-0.03978, 1.44446, 0.06197)
S (-2.10120, -0.25189, -0.05620)
H (2.41626, -1.64865, 0.07821)
H (0.08214, -1.77559, 0.28597)
H (-0.67269, 2.16379, 0.36485)
H (0.96613, 1.49306, -0.02605)

Results of the natural (NBO) charge analysis, in e, for atoms 1 through 2: number 1, H, carries 0.363; number 2, N, carries -0.738


CH5NOS in the gas phase in a non-equilibrium geometry. Source: the OMol25 dataset; level of theory: ωB97M-V/def2-TZVPD.

HOMO energy, eV: -9.390
Molar mass, g mol⁻¹: 79.12

Atoms and positions in Å:
C (-0.68174, -0.18435, -0.48330)
N (1.02836, -0.15397, 1.36300)
O (-0.56946, -2.15154, 1.41808)
S (-0.62440, -0.68848, 1.40764)
H (0.06536, -0.85640, -0.80351)
H (-0.24078, 0.83552, -0.30926)
H (1.65430, -0.87010, 0.84049)
H (1.39396, -0.06186, 2.25184)
H (-1.59368, -0.26011, -1.18010)

Results of the natural (NBO) charge analysis, in e, for atoms 1 through 2: number 1, C, carries -0.783; number 2, N, carries -1.050


2 unconnected molecules or ions with the total composition C2H10NO in a non-equilibrium geometry. Source: the OMol25 dataset; level of theory: ωB97M-V/def2-TZVPD.

HOMO energy, eV: -15.187
Molar mass, g mol⁻¹: 64.11
Total charge: +1

Atoms and positions in Å:
C (1.42030, -0.75693, -1.59947)
N (0.96208, -0.84649, -0.23652)
H (1.67762, -0.53498, 0.38669)
H (0.07983, -0.10517, -0.10902)
H (0.88300, -1.79397, 0.10345)
H (0.71494, -1.18016, -2.38555)
H (2.31430, -1.39582, -1.80768)
H (1.77340, 0.20575, -1.92610)
C (-1.94920, 1.19559, 1.13579)
O (-0.60996, 0.53624, 1.17245)
H (-0.17291, 1.21750, 1.72110)
H (-2.05280, 2.16185, 1.03532)
H (-2.43343, 0.63914, 2.03366)
H (-2.60718, 0.65745, 0.47588)

Results of the natural (NBO) charge analysis, in e, for atoms 1 through 2: number 1, C, carries -0.468; number 2, N, carries -0.702


A molecular structure, C10H13ClMnO3S in a non-equilibrium geometry. Source: the OMol25 dataset; level of theory: ωB97M-V/def2-TZVPD.

HOMO energy (spin up / spin down), eV: -17.545 / -17.767
Molar mass, g mol⁻¹: 303.67
Spin multiplicity: 4
Total charge: +2

Atoms and positions in Å:
Cl (-1.57673, -1.50617, 0.34137)
C (1.63707, -2.33470, -1.55996)
C (2.34386, -1.11549, -1.23030)
C (1.45620, 0.00311, -1.50625)
H (3.38935, -1.05919, -0.94994)
C (0.21089, -0.52631, -2.01837)
C (0.32148, -1.97554, -2.02049)
H (-0.45829, -2.66580, -2.33211)
H (2.03658, -3.33815, -1.45000)
H (1.69481, 1.06480, -1.44702)
C (-0.94370, 0.30345, -2.47364)
Mn (0.67015, -1.27297, -0.06642)
C (1.64332, -0.27174, 1.15648)
C (0.89156, -2.44908, 1.41374)
O (2.63193, 0.03502, 1.70513)
O (0.49003, -2.75330, 2.46555)
H (-0.93369, 1.28126, -1.96651)
H (-1.89063, -0.19080, -2.21950)
H (-0.89707, 0.46920, -3.56352)
C (-2.42489, 1.63114, 2.53072)
S (-0.94207, 0.93501, 1.84982)
C (-0.39434, 2.23128, 0.73546)
O (-0.00684, 0.82269, 2.99825)
H (-3.09448, 1.91499, 1.71883)
H (-2.12950, 2.48628, 3.14454)
H (-2.87756, 0.84389, 3.13806)
H (-0.06613, 3.03880, 1.39002)
H (0.42640, 1.84572, 0.13135)
H (-1.20773, 2.55258, 0.08471)

Results of the natural (NBO) charge analysis, in e, for atoms 1 through 2: number 1, Cl, carries -0.285; number 2, C, carries -0.203


A molecular structure, C33H46MgN4O3 in a non-equilibrium geometry. Source: the OMol25 dataset; level of theory: ωB97M-V/def2-TZVPD.

HOMO energy, eV: -6.906
Molar mass, g mol⁻¹: 571.06

Atoms and positions in Å:
Mg (-0.15019, -1.11265, 0.21992)
C (-0.74369, -1.26145, 2.36042)
C (-0.01579, -0.01735, 2.22382)
C (1.36911, -0.36305, 2.42442)
C (1.42221, -1.73655, 2.66702)
C (0.14331, -2.30255, 2.66752)
C (-0.21339, -3.70155, 3.12242)
C (0.30341, -3.87265, 4.56152)
C (0.42891, -4.77305, 2.22662)
C (-1.72939, -3.92165, 3.09642)
C (2.64641, 0.46375, 2.39492)
C (3.89411, -0.43705, 2.35552)
C (2.77061, 1.30695, 3.67252)
C (2.73861, 1.33955, 1.13982)
C (-0.83839, 1.22605, 2.57842)
C (-0.29799, 2.59575, 2.14912)
C (-0.97719, 1.24125, 4.11442)
C (-2.25779, 1.13165, 1.98312)
H (-1.80629, -1.31795, 2.51932)
H (2.32121, -2.29845, 2.85362)
H (1.38731, -3.79245, 4.58202)
H (0.01931, -4.84495, 4.96002)
H (-0.10319, -3.09675, 5.20742)
H (1.51351, -4.69545, 2.23652)
H (0.07851, -4.66065, 1.20002)
H (0.16411, -5.76965, 2.58212)
H (-2.22889, -3.27625, 3.81652)
H (-1.95979, -4.95715, 3.34662)
H (-2.11569, -3.71145, 2.10042)
H (3.99771, -1.02455, 3.26392)
H (4.77921, 0.19145, 2.26802)
H (3.86521, -1.10405, 1.49672)
H (2.71171, 0.65775, 4.54412)
H (1.98501, 2.05025, 3.75142)
H (3.73011, 1.82065, 3.68682)
H (2.72221, 0.69895, 0.26132)
H (3.67481, 1.89585, 1.14352)
H (1.92231, 2.04655, 1.07582)
H (0.72481, 2.74395, 2.47012)
H (-0.89509, 3.37585, 2.62312)
H (-0.37049, 2.73265, 1.07072)
H (-0.01279, 1.40335, 4.58592)
H (-1.37189, 0.29295, 4.47022)
H (-1.65019, 2.03745, 4.42922)
H (-2.22679, 0.83965, 0.93182)
H (-2.75749, 2.09795, 2.05832)
H (-2.87089, 0.41345, 2.52022)
N (-1.73149, 4.45585, -4.12418)
C (-2.37039, 5.02645, -5.19088)
C (-2.46369, 6.33105, -5.64698)
C (-3.22559, 6.54525, -6.77688)
C (-3.85929, 5.49355, -7.44508)
C (-3.76869, 4.19245, -7.00318)
C (-3.02299, 3.95265, -5.85038)
N (-2.78609, 2.79385, -5.17348)
C (-2.02419, 3.11135, -4.15478)
C (-1.56689, 2.16245, -3.16708)
C (-2.15049, 0.89005, -3.11258)
C (-1.74659, 0.00065, -2.13938)
N (-0.79579, 0.27555, -1.25178)
C (-0.19959, 1.45965, -1.32858)
C (-0.55749, 2.43685, -2.23548)
H (-1.18729, 4.93305, -3.42558)
H (-1.96669, 7.14855, -5.14668)
H (-3.34129, 7.54895, -7.15678)
H (-4.43699, 5.70985, -8.33038)
H (-4.25339, 3.37885, -7.51758)
H (-2.91589, 0.63505, -3.82648)
H (-2.20079, -0.97445, -2.05978)
H (0.59691, 1.61775, -0.61868)
H (-0.04749, 3.38935, -2.22558)
O (-0.01629, -2.89185, -2.13718)
C (-0.91289, -3.17875, -1.35748)
O (-1.25049, -2.53955, -0.33538)
H (-1.52429, -4.10135, -1.55518)
C (3.09431, -3.50705, -2.68458)
N (2.72041, -2.82785, -1.46758)
C (2.71241, -3.61395, -0.25368)
C (2.09411, -1.66565, -1.49548)
O (1.59191, -1.10785, -0.52378)
H (2.34511, -4.26925, -2.91248)
H (4.07531, -3.97225, -2.56948)
H (3.11781, -2.80075, -3.51178)
H (2.47611, -4.64935, -0.49448)
H (1.95131, -3.21785, 0.42302)
H (3.68861, -3.56925, 0.23852)
H (2.13801, -1.15605, -2.46858)

Results of the Mulliken charge analysis, in e, for atoms 1 through 2: number 1, Mg, carries 1.944; number 2, C, carries -1.410


A molecular structure, C8H8O4 in a non-equilibrium geometry. Source: the OMol25 dataset; level of theory: ωB97M-V/def2-TZVPD.

HOMO energy, eV: -8.686
Molar mass, g mol⁻¹: 168.15

Atoms and positions in Å:
C (-1.09945, 2.78155, -0.77970)
C (-0.12007, 0.75727, -0.05327)
C (-0.77541, -0.29282, -0.59115)
C (-0.33018, -1.55894, -0.24881)
C (-1.28385, -2.56498, -0.87292)
C (0.70457, -1.89416, 0.44502)
C (1.39336, -0.88628, 1.12365)
C (1.01972, 0.30327, 0.73922)
H (-1.86723, 2.34745, 0.13140)
H (-1.51693, 2.32981, -1.94125)
H (-0.99757, 3.81704, -0.87047)
H (-1.72074, -0.42927, -1.04339)
H (-2.25321, -2.07015, -1.35011)
H (1.06222, -2.88786, 0.51800)
H (3.12584, -0.38264, 1.78849)
H (1.18511, 2.06565, 0.95512)
O (0.08909, 2.12717, -0.26301)
O (-0.68527, -3.74454, -0.93447)
O (2.26782, -1.20431, 2.08658)
O (1.80218, 1.38677, 1.16107)

Results of the natural (NBO) charge analysis, in e, for atoms 1 through 2: number 1, C, carries -0.245; number 2, C, carries 0.242


3 unconnected molecules or ions with the total composition C4H13NO2 in a non-equilibrium geometry. Source: the OMol25 dataset; level of theory: ωB97M-V/def2-TZVPD.

HOMO energy (spin up / spin down), eV: -14.671 / -14.718
Molar mass, g mol⁻¹: 107.15
Spin multiplicity: 2
Total charge: +1

Atoms and positions in Å:
C (1.32009, 0.38861, 2.37562)
N (0.34092, -0.00629, -0.55155)
C (-0.47592, 0.34997, 0.50280)
C (-0.04834, 0.49865, 1.84780)
C (-1.94688, 0.34757, 0.20150)
H (1.31472, -0.07988, 3.35862)
H (1.57477, 1.44294, 2.62184)
H (2.05306, 0.13046, 1.62161)
H (1.26794, -0.06843, -0.14664)
H (0.05566, -0.96652, -0.78241)
H (-0.79800, 0.98684, 2.44494)
H (-2.13124, -0.49079, -0.43850)
H (-2.50974, 0.12999, 1.10776)
H (-2.19880, 1.25472, -0.33869)
H (1.01008, 2.17652, -1.94364)
H (0.11691, 3.07889, -1.14719)
O (0.25004, 2.76317, -2.04881)
H (0.66180, -3.59315, -2.29268)
H (-0.43061, -4.50823, -1.74431)
O (0.29944, -3.94560, -1.46851)

Results of the natural (NBO) charge analysis, in e, for atoms 1 through 2: number 1, C, carries -0.703; number 2, N, carries -0.684